{"formula": "C6H10", "method": "ωB97M-V/def2-TZVPD", "molar_mass_da": 82.15, "homo_lumo_gap_ev": 8.924, "charge": 0, "species": ["C", "C", "C", "C", "C", "C", "H", "H", "H", "H", "H", "H", "H", "H", "H", "H"], "xyz": [[-1.52830, 0.45914, 0.50062], [-0.51961, 0.82259, -0.55552], [0.96263, 0.90638, -0.26966], [1.40860, -0.21963, 0.60412], [-0.07542, -1.60674, -0.07982], [-1.08509, -0.58809, -0.47534], [-1.20210, 0.32141, 1.52783], [-2.52283, 0.88728, 0.40222], [-0.87325, 1.45475, -1.36341], [1.50685, 0.84486, -1.21651], [1.21058, 1.87280, 0.18737], [1.22478, -0.03525, 1.68325], [2.45754, -0.52184, 0.50582], [0.54774, -1.56216, 0.79830], [0.24491, -2.17434, -0.95454], [-1.75703, -0.86116, -1.29473]]}



{"formula": "C6H10", "method": "ωB97M-V/def2-TZVPD", "molar_mass_da": 82.15, "homo_lumo_gap_ev": 11.132, "charge": 0, "species": ["C", "C", "C", "C", "C", "C", "H", "H", "H", "H", "H", "H", "H", "H", "H", "H"], "xyz": [[1.89879, 0.04366, 0.27452], [0.31245, -0.13483, 0.18808], [-0.11756, 0.14873, -1.20569], [-1.51007, 0.10538, -0.30415], [-0.92473, -1.20428, 0.25256], [-0.72968, 0.86405, 0.78821], [2.08487, 1.13514, 0.27761], [2.50457, -0.31175, -0.59302], [2.35370, -0.37983, 1.16653], [0.27678, 1.09235, -1.61277], [0.19449, -0.69902, -1.85281], [-2.54815, 0.31723, -0.62407], [-1.25465, -1.55769, 1.24166], [-0.97385, -2.02570, -0.47341], [-0.55932, 1.93547, 0.63783], [-1.00765, 0.67108, 1.83892]]}



{"formula": "C6H10", "method": "ωB97M-V/def2-TZVPD", "molar_mass_da": 82.15, "homo_lumo_gap_ev": 10.081, "charge": 0, "smiles": "C1=C[C@H]2C[C@H]2C1.[H][H]", "species": ["C", "C", "C", "C", "C", "C", "H", "H", "H", "H", "H", "H", "H", "H", "H", "H"], "xyz": [[-1.04181, -0.78939, 0.53904], [0.19072, -0.78050, 1.05012], [1.08444, 0.12283, 0.28489], [1.27435, -0.48484, -1.07556], [0.26498, 0.61012, -0.88388], [-1.17452, 0.16900, -0.63543], [-1.83974, -1.45449, 0.84950], [0.58394, -1.41119, 1.83940], [1.87561, 0.71721, 0.74135], [0.88036, -1.48874, -1.22443], [2.21392, -0.27470, -1.56218], [0.46999, 1.56529, -1.35819], [-1.59859, -0.32900, -1.51496], [-1.82273, 1.02956, -0.40754], [-0.52883, 1.77587, 1.69849], [-0.87874, 1.13859, 1.77221]]}